Molecular formula: C15H41B3Cl2N6O5P2
Method: DFT, ωB97M-V/def2-TZVPD

Element x y z (Å)
C (-5.5305, -1.0972, -0.7190)
C (-4.3026, -0.9682, 0.3972)
Cl (-2.5736, -1.0806, -0.2948)
C (-4.5461, -0.7685, 1.8780)
Cl (-6.3222, -0.7124, 2.5249)
B (-3.3735, -0.5824, 3.0108)
O (-3.7619, 0.1219, 4.2841)
B (-3.1825, 1.4949, 4.0647)
O (-1.9538, 1.6011, 3.2521)
B (-1.2166, 0.2903, 3.2232)
O (-1.9578, -0.9823, 2.9072)
H (-5.2431, -0.3533, -1.6075)
H (-5.6826, -2.1894, -1.1091)
H (-6.5657, -0.7296, -0.3056)
H (-3.7978, 2.3845, 4.5239)
H (-0.0522, 0.2769, 3.4033)
C (3.8079, 4.1094, 3.7436)
N (3.0883, 2.8591, 3.8560)
C (1.7120, 2.9507, 3.3866)
P (3.6521, 1.3575, 4.3978)
O (3.5405, 0.7463, 2.9796)
N (5.3785, 1.3437, 4.3865)
C (6.2498, 2.4910, 4.5998)
C (6.0456, 0.4255, 3.4554)
N (3.7804, 2.0601, 6.0283)
C (4.0842, 0.9768, 6.9938)
C (2.6198, 2.7680, 6.5920)
H (4.3494, 4.3554, 4.6563)
H (3.1392, 4.9657, 3.5854)
H (4.5017, 4.0871, 2.8984)
H (1.0239, 3.0154, 4.2350)
H (1.4275, 2.0682, 2.8023)
H (1.5316, 3.8155, 2.7425)
H (6.3427, 3.1049, 3.6999)
H (7.2602, 2.1640, 4.8754)
H (5.9332, 3.1217, 5.4316)
H (6.0244, 0.8155, 2.4321)
H (5.5710, -0.5613, 3.4709)
H (7.0930, 0.2563, 3.7316)
H (3.2532, 0.2622, 7.0494)
H (4.2716, 1.3780, 7.9959)
H (4.9809, 0.4186, 6.7117)
H (1.7126, 2.1567, 6.5440)
H (2.4291, 3.7215, 6.0925)
H (2.7991, 3.0398, 7.6400)
C (-3.1890, -2.8883, -7.3329)
N (-3.2322, -1.7800, -6.4036)
C (-4.2177, -0.7705, -6.7677)
P (-2.3454, -1.5573, -4.9787)
O (-3.6122, -1.7222, -4.1039)
N (-1.6671, -3.0620, -4.4723)
C (-1.2554, -4.1562, -5.3407)
C (-2.1459, -3.6330, -3.2075)
N (-0.8891, -1.3677, -5.9845)
C (0.2329, -0.9233, -5.1233)
C (-0.9174, -0.4158, -7.1066)
H (-2.1703, -3.1397, -7.6255)
H (-3.6956, -2.6616, -8.2802)
H (-3.6799, -3.7708, -6.9127)
H (-3.7264, 0.0932, -7.2264)
H (-4.7634, -0.4070, -5.8896)
H (-4.9733, -1.1366, -7.4679)
H (-2.1069, -4.7583, -5.6691)
H (-0.5655, -4.8287, -4.8157)
H (-0.6951, -3.8227, -6.2152)
H (-3.1300, -4.0979, -3.3309)
H (-2.2095, -2.8644, -2.4300)
H (-1.4586, -4.3934, -2.8186)
H (0.0333, 0.0732, -4.7094)
H (1.1746, -0.8906, -5.6821)
H (0.3958, -1.6030, -4.2826)
H (-1.2534, 0.5756, -6.7855)
H (-1.5555, -0.7557, -7.9266)
H (0.0774, -0.3148, -7.5585)

The multiplicity is 1. As for the SMILES: C/C(Cl)=C(\Cl)B1OBOBO1.CN(C)P(=O)(N(C)C)N(C)C.CN(C)P(=O)(N(C)C)N(C)C. The value obtained for the total energy is -81047.0928 eV. The calculation puts the largest force on an atom at 8.66 eV/Å.